No. 1
A molecular structure, C27H32N4O7S, computed with the ωB97M-V functional and the def2-TZVPD basis.

The geometry in XYZ format:
```
71
Properties=species:S:1:pos:R:3:forces:R:3
C 0.97170 -4.56479 1.31706 1.0 -2.6 0.0
O -0.11514 -4.63199 0.25804 2.9 -2.5 3.1
C -0.46855 -3.43971 -0.17311 2.2 7.9 -0.1
C -1.76945 -3.39178 -0.95448 0.4 5.1 0.2
H -2.06784 -2.32528 -1.57202 1.6 -2.8 1.8
C -2.81464 -3.63059 0.04291 -2.3 -1.7 0.5
N -2.95039 -2.51081 1.12061 0.7 -6.5 -12.4
C -2.86512 -2.96778 2.19159 -0.1 1.3 14.0
O -2.67878 -4.05049 2.70321 0.2 -1.1 -0.3
C -2.95634 -1.69379 3.24007 3.0 -0.3 -1.5
H -3.38637 -2.10066 4.10948 -1.2 0.3 1.2
H -1.77592 -1.58195 3.46635 -2.9 0.4 -0.5
S -3.66223 -0.04182 2.43985 1.7 -3.3 2.4
C -2.02697 0.46011 1.96241 -5.0 3.9 -1.5
N -1.01135 -0.17167 1.85266 7.1 -3.4 1.8
C 0.26996 0.48926 1.67316 -4.6 -0.2 -2.5
C 0.14026 1.86487 1.15135 12.8 -5.5 2.4
C 1.47683 2.43223 0.84229 -1.4 -16.0 6.0
C 2.53115 1.45803 0.91344 2.5 7.4 -1.6
C 2.62008 0.26596 1.45861 -0.6 -3.8 -0.4
C 1.39026 -0.35142 1.58763 1.3 -1.9 3.8
H 1.52629 -1.36992 2.15634 -1.4 1.7 -1.5
O 3.88228 -0.31403 1.44679 -0.9 2.0 1.3
C 4.78332 0.85104 1.15008 -8.2 -6.5 -13.8
O 3.90864 1.76928 0.50292 -2.2 1.5 1.5
H 5.17210 0.48225 0.12766 1.5 0.3 2.4
H 5.26349 1.21265 1.81168 6.3 4.2 9.1
H 1.49173 3.21096 0.44910 1.0 12.6 -6.1
C -0.93148 2.54337 1.00194 -8.7 -0.6 0.1
O -1.13396 3.58190 0.46977 0.0 2.8 -1.0
N -2.11595 1.68902 1.38161 -1.1 5.0 -1.1
C -3.43440 2.50230 1.17965 0.4 -2.1 6.3
H -3.17467 3.50802 1.20450 0.7 1.7 -0.3
C -4.31096 2.11909 0.09599 1.1 -7.9 -1.3
H -5.15007 2.71043 0.05459 -2.1 1.1 -0.1
H -4.52013 0.78936 0.37995 -0.4 4.2 -1.0
C -3.54232 1.99271 -1.32775 2.6 3.4 7.3
C -2.40796 0.94513 -1.00172 1.4 -1.4 -7.1
O -2.62377 -0.19927 -0.68924 -0.5 -0.3 1.6
N -1.21848 1.11192 -1.94443 -5.8 5.0 3.2
H -1.37534 2.11550 -2.29767 1.5 -2.3 0.3
C -0.16729 0.21214 -2.06177 -6.0 -0.2 -6.2
C 1.10854 0.76115 -2.21766 -6.0 7.5 0.3
C 1.36254 2.16644 -2.26471 4.8 -4.7 -0.9
C 2.80725 2.39373 -2.35904 -11.7 10.5 0.5
C 3.55855 1.46448 -2.17649 12.3 -4.9 0.2
C 3.27444 0.19284 -2.10560 1.5 -7.0 0.2
C 1.89365 -0.18261 -2.09528 12.2 -9.7 -0.4
H 1.81374 -1.43151 -2.20340 -0.8 3.8 0.7
H 4.33209 -0.60068 -2.11624 -3.8 2.4 0.2
O 5.04477 1.69196 -2.22239 -1.4 -0.2 0.9
C 5.44048 3.04598 -2.15570 -3.6 0.9 3.0
H 4.98996 3.50761 -3.03649 0.7 0.8 0.1
H 6.46956 3.15726 -1.95823 1.3 -0.2 -0.5
H 4.94862 3.62335 -1.08071 1.1 -1.5 -3.1
H 2.99016 3.41863 -2.07446 0.9 0.3 -0.9
H 0.59374 2.82967 -2.36388 -1.5 1.9 0.0
H -0.42205 -0.56512 -1.45526 0.3 -2.1 2.4
H -0.52647 -0.40209 -3.18955 1.5 1.2 2.5
H -3.01904 3.01767 -0.95166 -0.7 -1.5 -3.1
H -4.27646 1.95209 -2.08526 0.1 -0.3 -1.3
H -3.98930 2.37225 2.34926 1.2 0.3 -3.5
H -3.09173 -1.79405 0.59567 -1.1 6.9 -2.2
H -2.45887 -4.54804 0.60777 -1.2 1.0 -0.6
H -3.82819 -3.77950 -0.50425 1.4 0.1 1.4
H -1.68413 -4.10891 -1.66727 -0.4 -2.4 -2.2
H -0.51919 -2.51941 0.70461 -0.2 -2.6 -1.6
H 0.44649 -2.96331 -0.71761 -1.4 -0.6 0.0
H 0.70768 -3.94106 2.14837 -1.8 -0.5 0.9
H 1.98906 -4.02597 1.30111 -1.0 -0.7 -2.4
H 1.27191 -5.71266 1.57322 -1.2 3.0 -0.4
```
Positions in Å, forces in eV/Å.

Properties
strongest force on any atom	0.337	Eh/bohr
energy relative to the best compared isomer or geometry (same formula, charge and spin)	1987.5	kJ/mol
E_LUMO	-0.56	eV
Kohn-Sham gap	7.82	eV

=====

No. 2
2 unconnected molecules or ions with the total composition C2HNO2S, computed with the ωB97M-V functional and the def2-TZVPD basis.

The geometry in XYZ format:
```
7
Properties=species:S:1:pos:R:3:forces:R:3
C 0.24703 -0.91872 1.21993 -0.4 -1.0 -1.1
C -0.46992 0.35174 -1.42309 1.0 0.3 0.8
N 0.03598 -1.41914 0.18677 0.1 0.6 1.1
O -0.78916 -0.08355 -2.40914 -1.2 -1.8 -2.2
O -0.09937 1.16475 -0.66791 0.2 1.4 1.1
S 0.71541 1.52783 0.85587 0.3 0.9 0.3
H 0.36003 -0.62291 2.23757 0.0 -0.4 0.0
```
Positions in Å, forces in eV/Å.

Properties
strongest force on any atom	0.060	Eh/bohr
energy relative to the best compared isomer or geometry (same formula, charge and spin)	398.8	kJ/mol
E_LUMO	-0.30	eV
Kohn-Sham gap	8.67	eV